Formula: C5H7N2O2
Source: OMol25
Level of theory: the ωB97M-V functional and the def2-TZVPD basis

The geometry in ORCA input format:
```
! RIJCOSX wB97M-V def2-TZVPD def2/J DEFGRID3
* xyz 1 1
C -0.6757 -1.3173 0.0940
C 0.4266 0.7193 -0.0310
C 0.5548 -1.4760 0.4898
C -0.7848 0.1318 -0.1511
C 1.2538 1.8792 -0.1293
N 1.4650 -2.4276 1.0036
N -2.0315 0.7887 -0.6167
O 2.4526 -2.5910 0.2916
O 1.1439 -2.8869 2.0651
H -1.3670 -2.1354 -0.2684
H 1.5984 2.2011 -1.0644
H 2.2425 1.6628 0.3432
H 0.6705 2.7744 0.3184
H -2.7395 1.0442 0.1243
H -2.5123 0.1195 -1.2536
H -1.6973 1.5132 -1.2156
*
```

The total energy comes out at -454.121707 hartree. The calculation puts the gap between HOMO and LUMO (spin up / spin down) at 8.125 / 8.026 eV. The HOMO energy (spin up / spin down) is -0.493 / -0.491 Eh. Its energy above the lowest of the compared OMol25 structures with the same formula, charge and spin is 237.87 kcal per mole.


Formula: C4H7ClF3O2P
Source: OMol25
Level of theory: the ωB97M-V functional and the def2-TZVPD basis

The geometry in ORCA input format:
```
! RIJCOSX wB97M-V def2-TZVPD def2/J DEFGRID3
* xyz 0 1
C -2.2416 -0.5569 1.2763
C -1.4385 0.2378 0.2531
C 1.2661 1.4658 -1.1954
C 1.5823 -1.5203 -0.5013
O 2.2457 0.9656 1.3463
O -0.2143 0.7208 0.9207
F 1.0390 -1.5261 -1.7361
F 0.9342 -2.4766 0.2072
F 2.8538 -1.8485 -0.6123
P 1.2254 0.5738 0.4222
Cl 0.8851 3.1440 -0.8592
H -1.9911 -1.5975 1.5739
H -2.3519 0.0105 2.2112
H -3.2533 -0.5420 0.7781
H -1.9257 1.0407 -0.1057
H -1.0128 -0.3954 -0.5703
H 2.0921 1.2939 -1.8508
H 0.3054 1.0105 -1.5580
*
```

The total energy comes out at -1408.235181 hartree. The calculation puts the gap between HOMO and LUMO at 10.758 eV. The HOMO energy is -0.373 Eh. Its energy above the lowest of the compared OMol25 structures with the same formula, charge and spin is 17.10 kcal per mole.


Formula: C24H32FeN2O3PSbSe4
Source: OMol25
Level of theory: the ωB97M-V functional and the def2-TZVPD basis

The geometry in ORCA input format:
```
! RIJCOSX wB97M-V def2-TZVPD def2/J DEFGRID3
* xyz -2 5
Fe 0.8150 0.3918 1.2725
Se -0.2874 2.7104 4.8482
Sb 1.1991 2.5309 2.9499
Se 2.4530 0.3027 3.0295
Se -0.2984 2.4732 0.8751
Se 2.8343 4.2894 2.5432
C -5.2885 2.4991 0.4754
C -4.3010 2.1527 -0.6019
C -3.3804 3.0750 -1.0674
C -2.4464 2.6835 -2.0140
N -2.3830 1.4620 -2.5339
C -3.2708 0.5762 -2.0804
C -4.2346 0.8666 -1.1319
H -5.3040 3.5713 0.6659
H -5.0094 1.9971 1.4011
H -6.2935 2.1703 0.2054
H -3.3515 4.0803 -0.6678
H -1.6887 3.3820 -2.3495
H -3.1944 -0.4289 -2.4827
H -4.9023 0.0909 -0.7777
C 0.2864 -5.0864 -0.1016
C -0.9362 -4.7450 0.4661
C -1.1657 -3.4763 0.9675
C -0.1699 -2.4686 0.9089
C 1.0725 -2.8425 0.3495
C 1.2843 -4.1183 -0.1420
N -0.3957 -1.1941 1.3489
C -1.3835 -1.0538 2.3492
C -1.2040 -1.6862 3.5839
C -2.1236 -1.5319 4.6056
C -3.2422 -0.7308 4.4212
C -3.4181 -0.0857 3.2079
C -2.5043 -0.2445 2.1730
H 0.4632 -6.0842 -0.4853
H -1.7285 -5.4854 0.5189
H -2.1237 -3.2309 1.4071
H 1.8804 -2.1216 0.3561
H 2.2572 -4.3701 -0.5511
H -0.3054 -2.2735 3.7307
H -1.9452 -2.0069 5.5633
H -3.9458 -0.5787 5.2307
H -4.2661 0.5749 3.0781
H -2.6110 0.2876 1.2392
C 1.2288 -1.5652 -3.2389
C 0.6415 -0.3946 -2.4787
O 1.6748 0.5620 -2.2020
P 2.3211 0.5890 -0.6992
O 3.5149 -0.4917 -0.7441
C 4.5927 -0.3866 -1.6755
C 5.2678 -1.7390 -1.7605
O 3.1972 1.9242 -0.8472
C 2.6024 3.2265 -0.9945
C 3.6908 4.1611 -1.4694
H 0.4501 -2.2950 -3.4680
H 1.9917 -2.0670 -2.6438
H 1.6772 -1.2138 -4.1711
H 0.1739 -0.7234 -1.5433
H -0.1215 0.1196 -3.0631
H 5.2847 0.3829 -1.3285
H 4.2023 -0.0828 -2.6516
H 5.5823 -2.0614 -0.7680
H 6.1426 -1.6810 -2.4114
H 4.5769 -2.4823 -2.1603
H 2.2172 3.5418 -0.0222
H 1.7777 3.1598 -1.7053
H 4.4882 4.1928 -0.7277
H 3.2851 5.1684 -1.5823
H 4.0977 3.8324 -2.4282
*
```

Its expectation value of S² is 6.029. The total energy comes out at -12720.239973 hartree. The calculation puts the gap between HOMO and LUMO (spin up / spin down) at 5.785 / 5.761 eV. The HOMO energy (spin up / spin down) is -0.052 / -0.051 Eh. Its energy above the lowest of the compared OMol25 structures with the same formula, charge and spin is 0.00 kcal per mole.